Below is a molecular structure, C62H82BF2N10O3PRbS, with properties calculated with wB97M-V/def2-TZVPD.

The geometry in XYZ format:
```
163
Properties=species:S:1:pos:R:3:forces:R:3
Rb 0.6019 0.5675 -0.2801 0.2 -0.3 -0.3
C 0.6164 -4.0812 -1.1922 0.0 0.1 0.1
C -0.3785 -4.1778 -0.0800 -0.1 0.0 0.0
C -0.7999 -5.3302 0.6218 0.1 0.0 0.0
C -1.6385 -4.8556 1.6050 0.1 0.0 0.0
N -1.7099 -3.5140 1.4653 -0.3 0.0 0.1
N -0.9491 -3.0935 0.4248 0.1 -0.2 0.1
B -2.1453 -2.4036 2.4443 0.1 0.1 -0.1
N -0.8437 -1.7364 2.9485 0.1 -0.1 0.1
C 0.0669 -2.5159 3.5857 0.0 0.1 -0.1
C 1.1743 -1.7554 3.8456 0.1 0.1 0.1
C 0.8604 -0.4842 3.3225 0.0 -0.2 -0.1
C 1.7420 0.7262 3.3554 0.0 -0.1 -0.1
N -0.3487 -0.4839 2.7720 -0.2 0.0 0.0
N -3.2279 -1.4978 1.7641 0.0 -0.2 0.0
C -4.4783 -1.9762 1.5698 0.1 0.1 0.1
C -5.2367 -0.9726 1.0140 -0.1 0.0 0.0
C -4.3474 0.1099 0.8832 0.0 -0.2 -0.1
C -4.6284 1.4613 0.3065 0.0 -0.1 0.0
N -3.1323 -0.2237 1.3128 0.0 0.0 0.2
N -2.8073 -3.0036 3.7329 0.0 -0.1 -0.1
C -2.8003 -2.3929 4.9350 -0.1 0.0 0.0
C -3.6282 -3.1039 5.7756 -0.1 -0.1 0.0
C -4.1104 -4.1652 4.9805 0.1 0.1 0.1
C -5.0598 -5.2610 5.3579 0.1 0.1 -0.1
N -3.6134 -4.0934 3.7540 0.0 0.2 0.0
H 1.1275 -5.0365 -1.3264 0.0 0.0 0.0
H 1.3576 -3.3131 -0.9454 0.0 -0.1 0.0
H 0.1368 -3.8105 -2.1322 0.0 0.0 -0.1
H -0.5136 -6.3588 0.4497 0.0 0.1 0.0
H -2.1742 -5.3669 2.3879 0.0 0.1 -0.1
H -0.1316 -3.5586 3.7887 0.0 0.1 -0.1
H 2.0967 -2.0663 4.3126 -0.1 0.0 -0.1
H 2.7850 0.4110 3.2985 0.0 0.0 0.0
H 1.6006 1.2943 4.2808 0.0 0.0 0.0
H 1.5456 1.3859 2.5140 -0.1 0.1 0.0
H -4.7368 -2.9864 1.8514 0.1 0.1 0.0
H -6.2780 -1.0190 0.7328 0.1 0.0 0.0
H -4.9312 2.1846 1.0720 0.0 -0.1 -0.1
H -5.4348 1.3982 -0.4252 0.0 0.0 0.0
H -3.7367 1.8330 -0.1926 0.0 0.0 0.0
H -2.2085 -1.5027 5.1083 -0.1 -0.2 -0.1
H -3.8460 -2.8999 6.8129 0.0 0.0 -0.1
H -4.9448 -5.5306 6.4081 0.0 0.0 0.0
H -4.8728 -6.1420 4.7428 0.0 0.0 0.0
H -6.0971 -4.9553 5.2003 0.0 0.0 0.0
C -0.7250 0.7185 -7.0050 0.0 0.0 0.0
C -0.1786 1.7534 -6.0214 0.1 -0.1 0.0
C -0.0444 1.2436 -4.5819 -0.1 0.0 -0.2
N 1.1356 0.4105 -4.3793 0.0 -0.3 0.0
C 1.1401 -0.9099 -4.2360 -0.1 0.2 -0.3
S -0.1922 -1.9044 -4.4153 0.1 -0.1 0.0
N 2.3803 -1.4851 -3.9152 0.1 0.3 -0.2
C 3.6695 -1.1108 -4.2636 -0.3 0.2 0.2
O 4.6169 -1.5425 -3.6525 0.2 -0.1 0.0
C 3.8826 -0.2476 -5.4750 -0.1 -0.1 -0.1
C 3.2668 -0.5373 -6.6885 -0.1 -0.1 0.1
C 3.5655 0.2104 -7.8167 0.0 0.1 -0.1
C 4.4733 1.2593 -7.7365 0.0 -0.1 0.0
C 5.0908 1.5454 -6.5263 0.0 0.0 0.0
C 4.8064 0.7848 -5.4022 0.0 0.1 0.2
H -0.7725 1.1290 -8.0209 0.0 -0.1 0.1
H -1.7297 0.3990 -6.7144 0.1 0.0 0.0
H -0.0962 -0.1748 -7.0212 0.0 0.0 0.0
H -0.8295 2.6342 -6.0061 0.0 0.0 0.0
H 0.8072 2.0921 -6.3560 0.0 0.1 0.1
H -0.9228 0.6733 -4.2837 0.0 -0.1 0.0
H 0.0701 2.0951 -3.9128 0.0 0.0 0.0
H 1.9595 0.9156 -4.0500 0.0 0.1 0.1
H 2.3381 -2.2349 -3.2398 0.0 -0.1 0.0
H 2.5538 -1.3541 -6.7513 0.0 0.1 0.1
H 3.0783 -0.0159 -8.7584 0.0 0.0 0.0
H 4.6983 1.8517 -8.6157 0.0 0.0 0.0
H 5.7941 2.3670 -6.4603 0.0 0.0 0.0
H 5.2731 0.9955 -4.4472 0.0 0.0 -0.1
O 0.1154 2.7692 1.0750 -0.2 0.3 0.4
P -0.7325 3.8893 1.5826 0.1 0.1 0.1
C -2.2555 3.2521 2.3844 0.2 0.1 0.1
C -3.3899 4.2608 2.6914 0.0 0.0 0.1
C -4.1022 3.9465 4.0168 0.0 -0.1 -0.1
C -4.3104 2.4370 4.1456 0.1 0.0 0.0
C -2.9541 1.7168 4.2887 -0.1 0.1 -0.1
C -1.8041 2.5200 3.6672 -0.2 -0.1 0.0
C -0.9148 5.0917 0.1926 0.0 -0.1 0.1
C -0.9416 4.3852 -1.1756 -0.2 0.0 0.0
C -2.3516 4.0221 -1.6272 0.1 0.1 0.1
C -3.2269 5.2737 -1.6737 0.0 0.0 0.1
C -3.3182 5.8792 -0.2738 0.1 0.0 -0.1
C -1.9367 6.2365 0.2871 -0.1 -0.1 0.0
C 0.2199 4.6692 2.9724 0.1 0.1 -0.2
C 1.5569 5.2646 2.4838 -0.1 0.1 0.0
C 1.5001 6.7714 2.2106 0.0 0.0 0.1
C 0.9628 7.5319 3.4219 0.0 -0.1 -0.1
C -0.4449 7.0412 3.7567 0.1 -0.1 0.0
C -0.4418 5.5411 4.0538 -0.1 0.1 -0.1
H -2.6027 2.4805 1.6890 0.0 0.0 0.0
H -4.1403 4.2066 1.8995 0.1 0.0 0.1
H -3.0246 5.2949 2.7043 -0.1 -0.1 0.0
H -5.0571 4.4804 4.0434 0.0 0.0 0.0
H -3.5130 4.3029 4.8683 0.0 0.0 0.0
H -4.8217 2.0737 3.2465 0.0 0.0 0.1
H -4.9616 2.2035 4.9910 0.0 0.0 0.0
H -2.9982 0.7464 3.8005 0.0 -0.1 0.0
H -2.7286 1.5492 5.3473 0.0 0.0 -0.1
H -0.9957 1.8314 3.4304 0.1 0.0 0.0
H -1.4378 3.2456 4.3980 0.0 -0.1 -0.1
H 0.0890 5.5189 0.2605 0.0 0.1 0.0
H -0.2859 3.5161 -1.1570 0.1 0.0 0.0
H -0.5021 5.0663 -1.9124 0.0 0.0 0.0
H -2.7871 3.3059 -0.9214 0.0 0.0 -0.1
H -2.3096 3.5300 -2.6012 0.0 0.0 0.0
H -4.2296 5.0468 -2.0506 0.0 0.0 0.0
H -2.7752 6.0007 -2.3616 -0.1 0.0 0.0
H -3.7963 5.1453 0.3782 0.0 0.1 -0.1
H -3.9474 6.7742 -0.2718 0.0 0.0 0.0
H -2.0470 6.5798 1.3182 0.0 0.1 -0.1
H -1.5413 7.0832 -0.2867 0.0 0.0 0.0
H 0.4692 3.7168 3.4487 0.1 0.0 0.0
H 1.8993 4.7186 1.5997 0.0 0.0 0.1
H 2.3085 5.0952 3.2633 0.0 0.0 0.0
H 0.8465 6.9853 1.3590 0.0 0.0 0.0
H 2.4974 7.1277 1.9399 0.0 0.0 0.0
H 0.9585 8.6090 3.2293 0.0 0.0 0.0
H 1.6193 7.3551 4.2841 0.0 0.0 0.0
H -1.1077 7.2581 2.9138 0.0 0.0 0.0
H -0.8430 7.5781 4.6227 0.0 0.0 0.0
H -1.4593 5.2002 4.2585 0.1 0.1 0.0
H 0.1278 5.3889 4.9788 0.0 0.0 0.0
C -2.9065 -0.5579 -2.3237 -0.1 0.1 0.1
O -2.0519 0.2498 -1.5217 0.0 -0.1 0.0
H -3.3624 0.0866 -3.0790 0.0 0.0 0.0
H -3.7040 -1.0111 -1.7290 0.0 0.1 0.1
H -2.3525 -1.3442 -2.8317 0.1 0.0 0.0
H -1.9915 -0.1690 -0.6503 -0.3 0.0 0.1
C 2.8699 -1.2446 0.2433 0.1 -0.1 0.0
C 4.0003 -1.6251 0.6131 0.2 0.0 0.1
C 5.2681 -2.0420 1.0046 -0.2 0.0 -0.1
C 5.7043 -3.3886 0.6074 0.1 0.0 0.0
C 7.0481 -3.7229 0.3666 -0.1 0.0 0.0
C 7.4105 -4.9907 -0.0657 0.0 0.0 0.0
C 6.4479 -5.9704 -0.2743 0.0 0.0 0.0
C 5.1099 -5.6535 -0.0584 0.0 0.0 0.0
C 4.7444 -4.3883 0.3693 0.0 0.0 0.0
C 6.1055 -1.1277 1.7800 0.1 0.0 0.1
C 7.1493 -1.5612 2.6201 0.0 0.0 0.0
C 7.9108 -0.6618 3.3522 0.0 0.0 0.0
C 7.6564 0.7031 3.2852 0.0 -0.1 0.0
C 6.6064 1.1496 2.4861 0.0 0.0 0.0
C 5.8427 0.2563 1.7549 0.0 0.0 0.0
H 7.8098 -2.9619 0.4761 0.0 0.0 0.0
H 8.4543 -5.2117 -0.2590 0.0 0.0 0.0
H 6.7335 -6.9567 -0.6220 0.0 0.0 0.0
H 4.3442 -6.4014 -0.2344 0.0 0.0 0.0
H 3.7001 -4.1371 0.5192 0.0 0.0 0.0
H 7.3385 -2.6219 2.7242 0.0 0.0 0.0
H 8.7070 -1.0296 3.9899 0.0 0.0 0.0
H 8.2578 1.4046 3.8519 0.0 0.0 0.0
H 6.3844 2.2100 2.4334 0.0 0.0 0.0
H 5.0236 0.6053 1.1368 0.0 0.0 0.0
F 1.7460 3.4935 -3.6395 0.2 0.0 0.2
C 2.2245 2.9436 -2.3613 -0.4 -0.1 -0.1
F 2.9006 1.7137 -2.8518 0.3 0.2 0.0
H 3.1053 3.5906 -2.1963 0.1 -0.1 -0.1
```
Forces are in eV/Å.

Properties
- Multiplicity: 2
- Energy: -113563.1901 eV
- LUMO energy (alpha / beta): 3.41 / 3.41 eV
- Net charge: -2
- HOMO (alpha / beta): -1.42 / -2.17 eV
- Energy above the lowest of the compared OMol25 structures with the same formula, charge and spin: 67.12 kcal per mole
- Kohn-Sham gap (alpha / beta): 4.8 / 5.6 eV

Atomic partial charges in e from the Löwdin method, atoms 1 to 5: Rb 0.635; C -0.041; C -0.350; C -0.045; C -0.103



Below is a molecular structure, C63H117Br15Cl4O12P2 in a non-equilibrium geometry, with properties calculated with wB97M-V/def2-TZVPD.

The geometry in XYZ format:
```
213
Properties=species:S:1:pos:R:3:forces:R:3
C -8.4639 5.1252 -7.1879 -0.2 -1.1 -1.5
C -8.2682 3.8799 -8.1212 1.4 -0.3 1.1
C -7.3167 2.7824 -7.5259 -0.3 0.3 0.5
C -5.8419 3.1686 -7.5240 -0.8 0.2 -0.6
P -4.6927 1.9977 -6.8040 -0.2 -0.4 0.1
C -3.1369 2.4538 -7.4629 1.9 0.2 -0.3
C -2.7175 3.8781 -7.1724 0.2 0.9 0.5
C -1.3852 4.1914 -7.8176 1.2 0.2 -1.5
C -0.8275 5.6196 -7.5881 -1.4 -1.4 -0.6
C -4.6430 2.3532 -5.0390 -0.8 -1.2 1.4
C -6.0540 2.3667 -4.4064 0.5 1.0 0.4
C -6.0948 2.6037 -2.8759 -0.5 -0.4 0.1
C -5.1996 1.7543 -1.9462 -0.4 0.8 0.7
C -5.0918 0.2151 -7.2413 -1.0 0.5 2.3
C -4.4389 -0.7952 -6.2100 1.1 -0.4 -1.6
C -4.6361 -2.3224 -6.5693 -0.5 1.0 -0.8
C -3.8653 -3.3266 -5.7386 0.0 1.2 0.1
H -7.5422 5.7060 -7.1534 0.1 -0.2 0.4
H -8.8440 4.8472 -6.2049 0.1 0.1 0.0
H -9.1650 5.7750 -7.7116 -0.2 -0.1 0.4
H -7.7546 4.2229 -9.0194 -0.3 0.1 -0.4
H -9.1822 3.3536 -8.3964 -0.2 0.4 0.1
H -7.3511 1.8801 -8.1364 -0.5 -0.2 0.1
H -7.5805 2.5538 -6.4934 -0.6 -0.3 -0.2
H -5.6954 4.0943 -6.9676 0.2 0.2 -0.1
H -5.6390 3.3151 -8.5849 0.7 0.3 0.0
H -3.1063 2.3730 -8.5494 -0.3 -0.4 -0.2
H -2.2904 1.8887 -7.0729 -0.3 -0.8 0.1
H -2.5713 4.1092 -6.1172 -0.3 -0.4 0.3
H -3.5082 4.5575 -7.4903 0.2 0.4 -0.3
H -1.4062 4.0065 -8.8916 -0.9 0.6 -0.7
H -0.5840 3.4576 -7.7291 0.0 -0.5 1.6
H -1.5753 6.2228 -8.1028 0.3 0.7 0.3
H 0.1269 5.7298 -8.1031 0.1 0.1 0.4
H -0.8078 5.8050 -6.5141 0.2 0.3 -0.4
H -4.1349 3.2509 -4.6866 0.2 0.2 -0.9
H -4.1037 1.5456 -4.5440 0.4 -0.2 -0.2
H -6.6389 1.5032 -4.7233 -0.2 0.0 0.2
H -6.5255 3.2946 -4.7300 -0.5 -0.2 -0.6
H -7.1655 2.6166 -2.6721 -0.2 -0.9 0.4
H -5.9424 3.6617 -2.6624 0.8 0.2 -0.2
H -5.4485 1.7738 -0.8852 -1.0 0.4 0.0
H -4.2598 2.2955 -1.8361 0.7 -0.7 -0.7
H -5.1540 0.6750 -2.0913 0.4 0.1 -0.8
H -5.0304 0.0716 -8.3200 0.7 -0.2 0.1
H -6.1582 0.1460 -7.0265 -0.4 0.2 -0.1
H -4.6595 -0.5298 -5.1761 -0.6 -0.1 -0.1
H -3.3725 -0.5885 -6.3002 0.4 -0.3 0.2
H -4.3272 -2.4351 -7.6085 0.1 0.1 -0.2
H -5.6877 -2.6092 -6.5740 -0.2 0.2 0.1
H -3.8138 -4.3026 -6.2213 -0.3 0.0 0.2
H -4.3653 -3.3193 -4.7700 0.5 -0.6 0.2
H -2.8488 -2.9411 -5.6600 0.1 -0.2 0.4
C 2.4488 -11.3517 -0.9063 0.6 1.1 1.6
C 1.9995 -10.1392 0.0142 -0.5 -0.3 -0.6
C 0.6423 -9.5611 -0.4671 -0.3 -0.8 -0.2
C 0.0416 -8.3426 0.2861 -0.7 -0.7 0.5
P -1.7507 -8.5713 0.9052 -0.9 -2.6 -0.9
C -2.4305 -10.2570 0.3150 -1.6 1.6 0.2
C -4.0301 -10.3515 0.6609 2.0 1.6 -0.8
C -4.6154 -11.6556 0.2655 -0.1 -0.6 1.0
C -3.9857 -12.7782 1.0585 0.3 -0.8 -1.2
C -2.0425 -8.6774 2.7234 -0.4 2.5 0.8
C -1.3977 -9.7336 3.5587 0.1 -0.9 0.7
C -1.7729 -9.7082 5.0961 0.7 2.0 -0.1
C -0.5920 -10.0767 6.0148 -0.5 -1.6 -1.0
C -2.7930 -7.2685 0.0855 -0.1 -0.2 0.1
C -3.4201 -7.4506 -1.3373 0.2 0.7 -0.3
C -2.4233 -7.1186 -2.4652 -0.3 -1.2 -0.4
C -3.1198 -7.2075 -3.8578 -0.7 0.7 0.6
H 1.6485 -12.0915 -0.8870 0.1 0.0 -0.6
H 3.3130 -11.7994 -0.4156 -0.1 -0.2 0.3
H 2.8841 -11.1070 -1.8752 -0.8 0.3 -0.2
H 2.7395 -9.3506 0.1507 0.2 -0.1 -0.4
H 1.8451 -10.5475 1.0130 0.0 -0.1 0.1
H -0.0577 -10.3903 -0.3646 0.0 -0.1 0.0
H 0.6802 -9.4291 -1.5484 0.0 0.5 0.0
H -0.1452 -7.4619 -0.3284 0.7 0.1 0.0
H 0.7171 -8.1537 1.1204 -0.3 0.6 0.2
H -1.8887 -11.0658 0.8053 0.1 0.1 -0.1
H -2.3198 -10.2680 -0.7693 0.3 -0.3 0.0
H -4.6015 -9.6634 0.0380 0.5 0.8 0.3
H -4.0483 -10.0370 1.7044 -0.8 -0.5 0.1
H -4.5085 -11.7569 -0.8145 0.0 -0.3 0.0
H -5.6813 -11.6963 0.4894 -0.1 0.5 -0.2
H -3.2210 -13.2314 0.4276 0.1 -0.4 0.2
H -4.7712 -13.5166 1.2196 0.5 -0.2 0.6
H -3.4631 -12.4239 1.9469 -0.5 -0.2 0.3
H -3.0719 -8.6363 3.0793 -0.6 -0.2 -1.1
H -1.7483 -7.7061 3.1211 0.5 0.4 -0.1
H -0.3227 -9.6043 3.4332 0.2 -0.8 0.1
H -1.8405 -10.6544 3.1791 1.0 -0.6 -0.1
H -2.6613 -10.3123 5.2796 0.1 0.1 0.0
H -1.9579 -8.6676 5.3626 -0.8 0.2 -0.2
H 0.2360 -9.3678 6.0231 -0.1 0.0 -0.3
H -0.3265 -11.0217 5.5409 1.1 -0.2 0.5
H -0.8384 -10.3349 7.0448 -0.4 0.3 -0.1
H -2.1393 -6.4011 -0.0066 0.1 0.1 0.2
H -3.5513 -6.9819 0.8142 -0.1 -0.2 0.0
H -4.2602 -6.7592 -1.4030 0.1 0.5 0.3
H -3.9409 -8.3667 -1.6161 0.5 -0.5 0.6
H -1.6778 -7.9138 -2.4523 0.2 -0.3 -0.1
H -1.8115 -6.2449 -2.2402 -0.5 0.5 -0.3
H -3.8107 -6.3958 -4.0857 0.6 0.9 0.2
H -3.9142 -7.9531 -3.8261 0.6 -1.0 -0.1
H -2.4582 -7.3191 -4.7167 0.0 -0.2 0.2
O -1.4508 1.3698 -4.7248 0.0 -0.2 -0.1
C -0.7875 1.6016 -3.7546 0.7 -0.5 1.9
O -0.9319 0.9393 -2.5547 -1.4 -0.3 -1.8
C -0.0085 1.4257 -1.6289 1.0 -1.7 2.3
C 0.3740 2.8201 -1.9863 0.6 -1.6 0.2
C 0.2587 2.6486 -3.4968 -1.1 2.6 -1.1
H 0.8480 0.7533 -1.5794 0.3 -0.1 -0.5
H -0.4037 1.3095 -0.6197 -0.6 0.3 -0.1
H 1.3914 2.9394 -1.6138 -0.1 0.6 -0.2
H -0.3422 3.4100 -1.4142 0.1 0.9 -0.9
H 1.1450 2.6001 -4.1295 0.2 -0.4 0.6
H -0.2513 3.5327 -3.8792 0.1 0.3 -0.3
O -5.0814 6.3123 -9.2647 0.6 -1.4 -1.5
C -4.3962 6.0570 -10.2529 -0.3 4.2 3.2
O -3.4873 6.9988 -10.6100 -0.3 0.1 -1.2
C -2.7952 6.6353 -11.8284 1.1 -1.2 0.1
C -3.1863 5.1413 -12.0980 1.3 0.8 0.3
C -4.3343 4.9312 -11.1148 0.2 -2.4 -2.1
H -1.7437 6.8074 -11.5986 0.1 -0.4 0.0
H -2.9336 7.1929 -12.7547 -1.0 0.7 0.6
H -2.3665 4.4628 -11.8621 0.1 0.1 0.2
H -3.3540 4.9666 -13.1608 -0.6 0.1 0.2
H -4.0713 4.0681 -10.5033 -0.8 -0.3 -0.1
H -5.2538 4.8684 -11.6968 -0.3 -0.6 0.6
O 3.3165 2.1946 -4.6943 -0.4 0.1 -0.5
C 2.8728 1.4582 -5.5424 1.9 1.3 1.5
O 2.8039 0.1497 -5.2990 -0.3 0.4 0.9
C 2.0861 -0.4746 -6.3141 0.0 -0.8 -1.8
C 1.5921 0.6166 -7.2673 -1.3 0.2 -0.8
C 2.5012 1.7742 -6.9548 -0.2 0.0 0.4
H 1.2814 -1.0565 -5.8646 0.2 -0.2 -0.3
H 2.8250 -1.0676 -6.8530 -0.4 -0.5 0.1
H 0.5289 0.8092 -7.1235 -0.1 0.4 0.6
H 1.5926 0.4105 -8.3376 0.5 -0.7 0.1
H 2.1099 2.7889 -7.0276 0.0 -0.2 -0.2
H 3.4218 1.6637 -7.5278 0.1 0.3 -0.1
O -10.2076 9.1528 -12.2123 1.3 -1.5 0.6
C -9.3583 8.2978 -12.0475 -1.1 0.5 -0.8
O -9.6470 7.0075 -11.7194 -2.0 -0.6 -0.5
C -8.5691 6.0312 -11.8470 -1.1 2.2 0.3
C -7.4453 6.9910 -11.6684 2.8 1.1 0.6
C -7.8788 8.3908 -12.2104 0.3 -0.9 -0.6
H -8.4909 5.5635 -12.8284 -0.6 0.0 -0.1
H -8.8134 5.3022 -11.0744 0.6 0.0 0.0
H -6.5515 6.6133 -12.1649 0.2 0.2 -0.1
H -7.1544 7.1803 -10.6352 -0.2 -0.5 0.2
H -7.6110 8.5067 -13.2606 -0.3 -0.1 -0.3
H -7.4929 9.3116 -11.7730 0.1 -0.4 0.6
O -9.3294 1.5153 -4.4079 -2.7 -2.1 2.6
C -10.2795 1.2080 -3.6460 2.1 1.8 -1.5
O -10.4270 0.0552 -2.8826 1.8 0.9 -2.3
C -11.4938 0.2055 -2.0135 -1.2 0.6 2.8
C -11.7330 1.7182 -1.8980 -1.6 0.5 -1.1
C -11.4023 2.1963 -3.3018 1.3 -1.0 -0.1
H -11.2756 -0.1458 -1.0050 1.0 -0.1 0.0
H -12.3441 -0.4529 -2.1912 -0.3 0.4 -1.2
H -11.1135 2.2312 -1.1623 0.0 -0.3 0.1
H -12.7849 1.9863 -1.7993 0.0 -0.3 0.9
H -11.0121 3.2106 -3.3850 -0.2 -0.4 -0.1
H -12.2195 2.0248 -4.0024 -0.1 0.1 0.0
O -9.0867 4.0356 -0.6716 0.9 1.4 -1.2
C -8.9155 5.0142 -1.3756 -1.4 0.5 0.7
O -8.4851 6.2250 -0.8972 0.3 -1.8 1.4
C -8.6804 7.3639 -1.7321 0.1 -1.6 0.0
C -9.3655 6.7486 -2.9682 -0.6 1.6 -0.4
C -9.3563 5.2325 -2.8366 0.4 0.3 0.8
H -7.6767 7.7772 -1.8313 -0.3 0.4 -0.4
H -9.3762 7.9988 -1.1837 0.4 0.4 -0.2
H -9.0309 7.2229 -3.8908 0.3 -0.5 -0.1
H -10.3881 7.1133 -2.8713 -0.2 -0.3 -0.2
H -8.6509 4.6856 -3.4623 -0.1 0.1 -0.3
H -10.3750 4.8612 -2.9485 0.4 -0.2 -0.1
C -3.4095 -0.7879 2.2330 -0.1 -0.2 0.3
Cl -2.9103 0.6655 3.1503 -0.3 -0.5 -0.5
Cl -4.3637 -0.4454 0.7510 0.6 0.0 0.5
H -2.5133 -1.3638 2.0021 -0.1 0.4 -0.4
H -4.0332 -1.4265 2.8585 0.0 0.4 0.1
C -8.5972 -1.3399 -7.7012 -1.0 -0.1 -0.1
Cl -9.1762 -0.9700 -6.0194 0.8 -0.4 -1.3
Cl -9.8550 -2.2055 -8.6537 0.3 0.2 0.3
H -8.4438 -0.4055 -8.2411 0.1 -0.1 0.4
H -7.7181 -1.9838 -7.7254 -0.1 0.2 0.4
C -5.4761 7.5229 -6.2551 0.3 1.0 0.3
Br -6.1179 9.4120 -6.5436 0.7 -1.4 0.7
Br -6.0236 6.7094 -4.4810 0.6 0.7 -1.4
Br -3.4845 7.4616 -6.5424 -1.9 0.0 0.4
H -6.0176 6.9780 -7.0283 0.6 -0.1 0.2
C -0.5718 6.7882 -3.1934 0.6 -0.8 0.5
Br 0.3965 6.4565 -1.4856 -0.9 0.2 -0.8
Br -2.2120 5.6662 -3.4038 1.1 0.6 0.2
Br 0.7608 6.4728 -4.6175 -0.8 0.4 0.8
H -0.9058 7.8247 -3.1462 0.2 -0.3 -0.3
C 1.4189 -4.7112 -5.8875 -0.6 0.0 -0.7
Br -0.3595 -3.6710 -6.2328 2.0 -1.1 0.4
Br 3.0245 -3.7383 -6.5336 -1.3 -1.1 0.3
Br 1.2281 -6.5742 -6.5767 0.2 1.4 0.3
H 1.5311 -4.8394 -4.8110 -0.2 0.4 -0.3
C -10.9438 8.5297 -7.6625 -0.3 -0.8 -0.2
Br -9.0030 8.3909 -8.1492 -1.7 0.3 0.3
Br -11.2413 8.9070 -5.7613 0.4 -0.2 -1.0
Br -12.0614 6.9250 -8.2175 1.2 1.1 0.4
H -11.3684 9.3464 -8.2463 0.3 -0.2 0.2
C -2.0109 -0.1910 -11.0851 -0.4 0.3 -0.5
Br -0.5367 0.7805 -10.2577 -0.3 -0.6 -0.1
Br -2.9769 -1.4745 -9.9131 0.9 0.7 -0.7
Br -1.5523 -0.9012 -12.8714 -0.2 0.2 1.2
H -2.7147 0.6182 -11.2796 0.0 -0.5 0.0
```
Forces are in eV/Å.

Properties
- Energy: -1211085.8404 eV
- LUMO energy: -3.93 eV
- Net charge: +2
- HOMO: -12.45 eV
- Kohn-Sham gap: 8.5 eV

Atomic partial charges in e from the Löwdin method, atoms 1 to 5: C -0.096; C -0.190; C -0.233; C -0.271; P 1.044